No. 1
The following is a DFT calculation (ωB97M-V/def2-TZVPD) of a cluster of 2 separate species, C4H9S in total in a non-equilibrium geometry.

Atoms and positions in Å:
S: -0.952 1.184 1.149
C: -2.509 1.334 2.086
C: 2.467 0.023 -1.050
C: 1.697 -0.977 -1.503
C: 0.268 -1.144 -1.155
H: -2.477 2.261 2.672
H: -3.422 1.233 1.496
H: 2.277 -1.858 -1.806
H: -0.413 -1.387 -1.967
H: -0.080 -0.226 -0.648
H: 0.197 -1.931 -0.390
H: 2.033 0.783 -0.403
H: 3.504 0.153 -1.330
H: -2.589 0.553 2.849

Results
energy	-555.9698	hartree
frontier orbital gap	6.21	eV
energy above the lowest of the compared OMol25 structures with the same formula, charge and spin	0.9410	eV
charge	-1


No. 2
The following is a DFT calculation (ωB97M-V/def2-TZVPD) of a cluster of 2 separate species, C4H9S in total in a non-equilibrium geometry.

Atoms and positions in Å:
S: 1.684 -2.252 2.266
C: -1.751 0.581 -0.332
C: -1.187 1.981 -0.295
C: -1.089 -0.409 -0.889
C: 2.309 -1.489 0.713
H: -0.059 -0.354 -1.221
H: -1.232 -1.458 -0.639
H: 1.747 -0.567 0.550
H: 2.146 -2.135 -0.152
H: -1.989 2.686 -0.075
H: -0.414 2.087 0.458
H: -0.805 2.221 -1.286
H: -2.737 0.420 0.078
H: 3.378 -1.313 0.824

Results
energy	-555.9633	hartree
frontier orbital gap	5.58	eV
energy above the lowest of the compared OMol25 structures with the same formula, charge and spin	1.1164	eV
charge	-1


No. 3
The following is a DFT calculation (ωB97M-V/def2-TZVPD) of a cluster of 2 separate species, C4H9S in total in a non-equilibrium geometry.

Atoms and positions in Å:
S: -1.355 2.246 0.481
C: 1.275 0.394 0.296
C: 0.382 -0.866 -1.633
C: -0.747 -1.075 0.639
C: 0.358 -0.628 -0.325
H: -1.247 -0.148 1.037
H: -0.316 -1.583 1.504
H: -0.432 -1.380 -2.178
H: 2.066 0.718 -0.450
H: 0.729 1.390 0.529
H: -2.126 3.234 1.029
H: 1.696 0.041 1.237
H: -1.526 -1.681 0.120
H: 1.243 -0.664 -2.286

Results
energy	-555.9882	hartree
frontier orbital gap	6.78	eV
energy above the lowest of the compared OMol25 structures with the same formula, charge and spin	0.4400	eV
charge	-1


No. 4
The following is a DFT calculation (ωB97M-V/def2-TZVPD) of the molecule C4HBr2F6NO in a non-equilibrium geometry.

Atoms and positions in Å:
Br: 3.126 -2.226 1.100
Br: 0.617 2.027 0.953
F: -1.486 -1.408 0.419
F: -0.872 -0.085 2.076
F: 0.320 1.654 -2.191
F: -1.706 1.712 -1.374
F: -0.978 -0.178 -2.061
F: -2.458 0.483 0.843
O: 1.458 -1.067 -1.357
N: 1.510 -1.082 0.944
C: -0.568 0.917 -1.475
C: 1.237 -0.655 -0.272
C: -0.080 0.552 -0.044
C: -1.244 -0.070 0.741
H: 1.124 -0.575 1.698

Results
energy	-6030.2107	hartree
frontier orbital gap	9.25	eV
energy above the lowest of the compared OMol25 structures with the same formula, charge and spin	1.2217	eV
charge	0
SMILES	O=C(NBr)C(Br)(C(F)(F)F)C(F)(F)F


No. 5
The following is a DFT calculation (ωB97M-V/def2-TZVPD) of the molecule C4HClF2 in a non-equilibrium geometry.

Atoms and positions in Å:
Cl: -1.110 2.053 -0.053
F: -2.608 -0.312 0.054
F: -0.981 -1.813 -0.093
C: 2.191 0.013 -0.037
C: 1.001 0.263 0.029
C: -0.426 0.453 0.001
C: -1.315 -0.533 -0.027
H: 3.248 -0.123 0.126

Results
energy	-812.8452	hartree
frontier orbital gap	10.10	eV
energy above the lowest of the compared OMol25 structures with the same formula, charge and spin	0.1327	eV
charge	0
SMILES	C#CC(Cl)=C(F)F


No. 6
The following is a DFT calculation (ωB97M-V/def2-TZVPD) of the molecule C4HClFN in a non-equilibrium geometry.

Atoms and positions in Å:
Cl: 0.575 1.908 -1.953
F: 0.829 -0.685 -2.029
N: -2.037 -0.976 2.967
C: -0.018 0.026 -0.012
C: -0.687 -0.290 0.940
C: 0.890 0.301 -1.106
C: -1.441 -0.741 2.015
H: 1.888 0.456 -0.822

Results
energy	-767.7447	hartree
frontier orbital gap	11.01	eV
energy above the lowest of the compared OMol25 structures with the same formula, charge and spin	0.1353	eV
charge	0
SMILES	N#CC#C[C@@H](F)Cl


No. 7
The following is a DFT calculation (ωB97M-V/def2-TZVPD) of the molecule C4HClO2S in a non-equilibrium geometry.

Atoms and positions in Å:
Cl: -2.564 -0.338 -0.010
S: 1.402 1.349 0.119
O: 2.463 -1.134 -0.178
O: -0.997 2.404 -0.171
C: -0.914 -0.007 0.002
C: 1.439 -0.534 -0.091
C: -0.082 -1.016 0.068
C: -0.371 1.387 -0.065
H: -0.376 -2.111 0.325

Results
energy	-1161.8597	hartree
frontier orbital gap	9.09	eV
energy above the lowest of the compared OMol25 structures with the same formula, charge and spin	0.3399	eV
charge	0
SMILES	O=C1C=C(Cl)C(=O)S1


No. 8
The following is a DFT calculation (ωB97M-V/def2-TZVPD) of a structure of composition C4HCrLiO4 in a non-equilibrium geometry.

Atoms and positions in Å:
Cr: -5.535 -3.217 -1.573
O: -6.054 -1.786 -2.858
O: -4.315 -0.893 -4.017
O: -3.943 -2.091 -2.314
O: -0.837 -0.066 -0.686
C: -2.705 -1.576 -3.356
C: -4.876 -1.427 -2.959
C: -0.445 0.942 -0.353
C: -2.853 -0.310 -3.595
Li: -1.434 -1.880 -1.595
H: -2.312 0.581 -3.882

Results
energy	-1505.0992	hartree
2S+1	5
frontier orbital gap (spin up / spin down)	6.41 / 7.59	eV
energy above the lowest of the compared OMol25 structures with the same formula, charge and spin	2.4178	eV
charge	+2


No. 9
The following is a DFT calculation (ωB97M-V/def2-TZVPD) of a cluster of 2 separate species, C4HF3 in total in a non-equilibrium geometry.

Atoms and positions in Å:
F: -0.716 -2.081 0.059
F: -1.941 -1.128 1.465
F: 0.238 -1.106 1.658
C: 2.537 1.952 -0.867
C: 1.339 1.469 -0.826
C: 0.159 1.190 -0.967
C: -0.806 -1.042 0.807
H: -0.810 0.746 -1.330

Results
energy	-452.2607	hartree
frontier orbital gap (spin up / spin down)	5.36 / 5.33	eV
energy above the lowest of the compared OMol25 structures with the same formula, charge and spin	4.7912	eV
charge	0


No. 10
The following is a DFT calculation (ωB97M-V/def2-TZVPD) of a structure of composition C4HLiMnO4 in a non-equilibrium geometry.

Atoms and positions in Å:
Mn: 2.860 0.428 -0.346
O: 0.461 -0.334 -1.044
O: -1.077 2.846 0.334
O: 1.291 0.163 0.904
O: 1.088 -2.001 0.116
C: -0.593 3.821 0.025
C: 1.050 -0.755 0.094
C: -0.929 -1.847 -0.267
C: -0.902 -0.670 -0.814
Li: -1.658 0.847 0.708
H: -1.591 -2.497 0.290

Results
energy	-1611.6325	hartree
2S+1	6
frontier orbital gap (spin up / spin down)	6.51 / 6.20	eV
energy above the lowest of the compared OMol25 structures with the same formula, charge and spin	0.4737	eV
charge	+2


No. 11
The following is a DFT calculation (ωB97M-V/def2-TZVPD) of a structure of composition C4HLiO5Rh in a non-equilibrium geometry.

Atoms and positions in Å:
Rh: 3.485 0.958 0.399
O: 0.297 -0.447 -0.250
O: 1.631 1.278 0.035
O: -2.193 -1.039 -0.383
O: -1.394 2.518 0.837
O: 2.509 -0.716 0.236
C: 1.517 0.017 0.003
C: -1.479 3.485 1.418
C: 0.075 -1.794 -0.651
C: -1.352 -1.939 -0.660
Li: -1.366 0.612 -0.028
H: -1.729 -2.933 -0.957

Results
energy	-646.4323	hartree
2S+1	6
frontier orbital gap (spin up / spin down)	9.26 / 7.67	eV
charge	+2


No. 12
The following is a DFT calculation (ωB97M-V/def2-TZVPD) of a cluster of 2 separate species, C4HN2P in total in a non-equilibrium geometry.

Atoms and positions in Å:
P: -0.161 -0.761 -1.672
N: -2.676 0.254 1.364
N: 2.402 -1.390 0.942
C: 0.499 0.571 -0.584
C: 1.876 -0.471 0.554
C: -0.768 -0.029 -0.311
C: -1.788 0.229 0.612
H: 0.616 1.597 -0.906

Results
energy	-603.7030	hartree
frontier orbital gap	8.33	eV
energy above the lowest of the compared OMol25 structures with the same formula, charge and spin	2.2466	eV
charge	0


No. 13
The following is a DFT calculation (ωB97M-V/def2-TZVPD) of the molecule C4HN3O in a non-equilibrium geometry.

Atoms and positions in Å:
O: -1.858 1.187 -1.532
N: -0.279 0.846 0.228
N: -0.337 -0.789 -1.547
N: 1.755 -0.126 2.657
C: 0.396 -1.211 -0.579
C: -0.990 0.517 -1.089
C: 1.066 -0.357 1.675
C: 0.501 -0.135 0.574
H: 1.051 -1.898 -0.596

Results
energy	-392.4024	hartree
frontier orbital gap	8.50	eV
energy above the lowest of the compared OMol25 structures with the same formula, charge and spin	2.1420	eV
charge	0
SMILES	N#CC1=NC(=O)N=C1


No. 14
The following is a DFT calculation (ωB97M-V/def2-TZVPD) of the molecule C4HNO in a non-equilibrium geometry.

Atoms and positions in Å:
O: -0.051 2.109 1.297
N: -1.353 -1.312 -2.780
C: -0.239 -0.742 -0.583
C: -0.802 -1.160 -1.773
C: 0.320 0.964 1.378
C: 0.043 0.004 0.323
H: 0.876 0.562 2.236

Results
energy	-282.9118	hartree
frontier orbital gap	10.16	eV
energy above the lowest of the compared OMol25 structures with the same formula, charge and spin	0.1483	eV
charge	0
SMILES	N#CC#CC=O


No. 15
The following is a DFT calculation (ωB97M-V/def2-TZVPD) of the molecule C4HNO2 in a non-equilibrium geometry.

Atoms and positions in Å:
O: 5.193 1.190 -0.110
O: 2.687 -2.033 -0.038
N: 3.097 0.197 0.193
C: -0.303 -0.081 -0.017
C: 2.269 -0.926 0.050
C: 4.227 0.596 0.075
C: 0.890 -0.565 0.103
H: -1.310 -0.169 0.245

Results
energy	-358.1686	hartree
frontier orbital gap	10.09	eV
energy above the lowest of the compared OMol25 structures with the same formula, charge and spin	0.4311	eV
charge	0
SMILES	C#CC(=O)N=C=O


No. 16
The following is a DFT calculation (ωB97M-V/def2-TZVPD) of a structure of composition C4HNO2 in a non-equilibrium geometry.

Atoms and positions in Å:
O: -0.717 -1.813 0.355
O: -0.759 1.824 -0.051
N: 0.293 -1.156 -0.409
C: -1.028 -0.647 -0.246
C: -1.426 0.571 0.137
C: 1.099 0.056 -0.026
C: 0.434 1.158 0.105
H: 2.103 0.006 0.136

Results
energy	-357.8370	hartree
frontier orbital gap (spin up / spin down)	8.63 / 7.43	eV
energy above the lowest of the compared OMol25 structures with the same formula, charge and spin	9.4524	eV
charge	0


No. 17
The following is a DFT calculation (ωB97M-V/def2-TZVPD) of the molecule C4HNO2 in a non-equilibrium geometry.

Atoms and positions in Å:
O: 2.363 -1.188 0.022
O: 2.001 1.075 -0.080
N: -3.725 -0.007 0.037
C: 0.140 -0.567 -0.026
C: 1.590 -0.310 -0.095
C: -2.568 -0.307 -0.109
C: -1.083 -0.301 -0.104
H: 1.282 1.604 0.354

Results
energy	-358.1489	hartree
frontier orbital gap	10.42	eV
energy above the lowest of the compared OMol25 structures with the same formula, charge and spin	0.9666	eV
charge	0
SMILES	N#CC#CC(=O)O


No. 18
The following is a DFT calculation (ωB97M-V/def2-TZVPD) of the ion C4HO3 with charge -1 in a non-equilibrium geometry.

Atoms and positions in Å:
O: -1.223 -0.048 -2.017
O: -1.321 1.033 1.764
O: 0.946 -1.935 0.040
C: -0.682 -0.548 -1.059
C: 0.422 -0.877 -0.366
C: 0.641 0.515 0.352
C: -0.351 0.836 1.103
H: 1.568 1.025 0.185

Results
energy	-378.6935	hartree
frontier orbital gap (spin up / spin down)	6.24 / 6.24	eV
energy above the lowest of the compared OMol25 structures with the same formula, charge and spin	1.0084	eV
charge	-1


No. 19
The following is a DFT calculation (ωB97M-V/def2-TZVPD) of the molecule C4N2 in a non-equilibrium geometry.

Atoms and positions in Å:
N: -2.736 -0.159 -1.452
N: 2.862 0.167 1.247
C: 1.725 0.092 0.945
C: -0.578 0.046 -0.213
C: -1.745 -0.139 -0.907
C: 0.451 -0.008 0.414

Results
energy	-261.8329	hartree
frontier orbital gap	10.45	eV
energy above the lowest of the compared OMol25 structures with the same formula, charge and spin	0.1506	eV
charge	0
SMILES	N#CC#CC#N